1.
The following is a quantum chemistry calculation of a 2-piece molecular cluster, C5H10O overall, from OMol25.

Last column: Löwdin charge in e.
Cartesian coordinates (Å):
O -1.798 0.283 1.053  0.019
C -1.518 0.208 -0.120  -0.318
C -0.181 -0.150 -0.687  -0.288
C 0.902 -0.724 0.248  -0.152
C 1.326 0.713 0.602  -0.163
C 0.526 1.246 -0.603  -0.131
H -2.221 0.564 -0.907  0.134
H -0.279 -0.607 -1.678  0.135
H 1.670 -1.255 -0.325  0.110
H 0.579 -1.364 1.072  0.092
H 0.889 1.018 1.556  0.108
H 2.393 0.941 0.598  0.101
H -0.139 2.092 -0.391  0.109
H 1.114 1.476 -1.490  0.108
H -1.710 -1.986 0.810  0.058
H -1.553 -2.456 0.260  0.077

Spin multiplicity ... 1
E_HOMO ... -9.691 eV
Calculated total energy ... -7392.47734 eV
Lowest unoccupied orbital energy ... 0.0394 hartree
SMILES ... O=CC1CCC1.[H][H]
Energy above the lowest of the compared OMol25 structures with the same formula, charge and spin ... 52.76 kcal per mole
Net charge ... 0

2.
The following is a quantum chemistry calculation of one molecule with the formula C5H10O, from OMol25.

Last column: Löwdin charge in e.
Cartesian coordinates (Å):
C -0.751 -1.482 -1.653  -0.110
O -0.611 -0.073 -1.575  -0.230
C 0.524 0.485 -1.077  -0.121
C 0.486 -0.163 0.968  -0.116
C 0.005 0.904 1.889  -0.181
C 0.183 1.460 0.489  -0.176
H -1.363 -1.864 -0.826  0.080
H 0.229 -1.978 -1.638  0.091
H -1.255 -1.716 -2.595  0.088
H 1.344 -0.250 -1.041  0.057
H -0.193 -0.982 0.756  0.087
H 1.526 -0.455 1.079  0.108
H 0.703 1.241 2.652  0.102
H -1.016 0.809 2.252  0.103
H -0.744 1.841 0.069  0.111
H 1.010 2.157 0.401  0.107

Spin multiplicity ... 1
E_HOMO ... -6.765 eV
Calculated total energy ... -7388.70219 eV
Lowest unoccupied orbital energy ... 0.0371 hartree
Energy above the lowest of the compared OMol25 structures with the same formula, charge and spin ... 139.82 kcal per mole
Net charge ... 0

3.
The following is a quantum chemistry calculation of one molecule with the formula C5H10O, from OMol25.

Last column: Löwdin charge in e.
Cartesian coordinates (Å):
C -0.448 -1.683 0.874  -0.103
C -1.334 0.589 0.209  -0.153
C -0.536 -0.185 1.209  -0.251
C 0.207 1.010 -1.597  -0.196
C 1.530 0.866 -0.937  -0.097
O -0.938 0.922 -0.990  -0.039
H -1.449 -2.102 0.720  0.074
H 0.123 -1.845 -0.048  0.065
H 0.038 -2.244 1.680  0.070
H -2.417 0.583 0.266  0.109
H -1.042 -0.063 2.175  0.106
H 0.472 0.218 1.348  0.085
H 0.100 1.413 -2.595  0.103
H 2.304 1.162 -1.651  0.076
H 1.627 1.520 -0.057  0.081
H 1.761 -0.159 -0.607  0.070

Spin multiplicity ... 1
E_HOMO (spin up / spin down) ... -6.888 / -6.854 eV
Calculated total energy ... -7391.25955 eV
Lowest unoccupied orbital energy (spin up / spin down) ... 0.0393 / 0.0384 hartree
Energy above the lowest of the compared OMol25 structures with the same formula, charge and spin ... 80.85 kcal per mole
Net charge ... 0

4.
The following is a quantum chemistry calculation of one molecule with the formula C5H10O, from OMol25.

Last column: Löwdin charge in e.
Cartesian coordinates (Å):
C -2.139 0.192 -0.346  -0.113
O -1.533 -0.623 0.706  -0.155
C -0.126 -0.515 0.774  -0.357
C 0.751 -0.980 -0.366  -0.238
C 1.740 0.067 -0.168  -0.220
C 0.590 0.930 0.527  -0.120
H -1.746 1.375 -0.408  0.115
H -3.248 0.184 -0.527  0.091
H -1.590 0.014 -1.358  0.079
H 0.318 -0.783 1.885  0.195
H 1.265 -2.011 -0.096  0.144
H -0.091 -0.986 -1.179  0.132
H 2.524 0.302 -0.933  0.116
H 2.368 -0.429 0.608  0.104
H 0.889 1.824 1.268  0.131
H 0.027 1.440 -0.388  0.096

Spin multiplicity ... 1
E_HOMO ... -9.541 eV
Calculated total energy ... -7390.41890 eV
Lowest unoccupied orbital energy ... 0.0367 hartree
SMILES ... COC1CCC1
Energy above the lowest of the compared OMol25 structures with the same formula, charge and spin ... 100.23 kcal per mole
Net charge ... 0

5.
The following is a quantum chemistry calculation of one molecule with the formula C5H10O, from OMol25.

Last column: Löwdin charge in e.
Cartesian coordinates (Å):
C -0.534 1.535 -1.927  -0.101
C 0.474 0.741 -1.102  -0.191
C -0.187 -0.269 -0.174  -0.417
O -1.154 -0.911 -0.528  0.083
C 0.423 -0.424 1.206  -0.194
C -0.056 -1.657 1.957  -0.104
H -0.027 2.144 -2.680  0.071
H -1.227 0.857 -2.431  0.073
H -1.125 2.202 -1.289  0.079
H 1.133 1.404 -0.529  0.108
H 1.127 0.159 -1.769  0.125
H 0.163 0.495 1.755  0.126
H 1.517 -0.403 1.113  0.117
H 0.324 -2.571 1.488  0.079
H 0.288 -1.638 2.995  0.071
H -1.147 -1.713 1.946  0.075

Spin multiplicity ... 1
E_HOMO ... -9.553 eV
Calculated total energy ... -7394.73276 eV
Lowest unoccupied orbital energy ... 0.0364 hartree
SMILES ... CCC(=O)CC
Energy above the lowest of the compared OMol25 structures with the same formula, charge and spin ... 0.75 kcal per mole
Net charge ... 0

6.
The following is a quantum chemistry calculation of one molecule with the formula C5H10O, from OMol25.

Last column: Löwdin charge in e.
Cartesian coordinates (Å):
C -0.540 -1.030 0.452  -0.214
C -1.335 0.152 -0.103  -0.191
C -0.557 1.457 0.013  -0.228
O 0.653 1.382 -0.710  -0.140
C 1.514 0.372 -0.223  -0.191
C 0.850 -1.111 -0.232  -0.166
H -1.114 -1.960 0.313  0.107
H -0.451 -0.915 1.549  0.113
H -1.536 -0.021 -1.168  0.119
H -2.300 0.251 0.406  0.112
H -0.312 1.687 1.063  0.126
H -1.131 2.294 -0.401  0.124
H 1.590 0.192 0.832  0.093
H 2.444 0.518 -0.805  0.130
H 1.434 -1.910 0.295  0.117
H 0.792 -1.358 -1.278  0.089

Spin multiplicity ... 1
E_HOMO ... -9.189 eV
Calculated total energy ... -7393.56749 eV
Lowest unoccupied orbital energy ... 0.0416 hartree
SMILES ... C1CCOCC1
Energy above the lowest of the compared OMol25 structures with the same formula, charge and spin ... 27.62 kcal per mole
Net charge ... 0

7.
The following is a quantum chemistry calculation of one molecule with the formula C5H10O, from OMol25.

Last column: Löwdin charge in e.
Cartesian coordinates (Å):
C -0.013 2.438 0.187  -0.093
C -0.723 1.175 -0.271  -0.189
C -0.102 -0.037 0.415  -0.436
O 0.075 -0.058 1.616  0.082
C 0.405 -1.118 -0.513  -0.188
C 0.258 -2.476 0.171  -0.097
H 0.059 3.223 -0.572  0.074
H -0.416 2.821 1.130  0.081
H 1.002 2.092 0.400  0.075
H -0.657 1.004 -1.351  0.101
H -1.790 1.196 -0.022  0.121
H 1.449 -0.839 -0.752  0.134
H -0.160 -1.038 -1.450  0.105
H -0.806 -2.652 0.381  0.083
H 0.627 -3.259 -0.495  0.070
H 0.795 -2.472 1.126  0.077

Spin multiplicity ... 1
E_HOMO ... -9.468 eV
Calculated total energy ... -7394.45344 eV
Lowest unoccupied orbital energy ... 0.0382 hartree
SMILES ... CCC(=O)CC
Energy above the lowest of the compared OMol25 structures with the same formula, charge and spin ... 7.19 kcal per mole
Net charge ... 0

8.
The following is a quantum chemistry calculation of one molecule with the formula C5H10O, from OMol25.

Last column: Löwdin charge in e.
Cartesian coordinates (Å):
C 2.546 -0.054 0.040  -0.105
C 1.221 0.355 -0.590  -0.193
C 0.025 0.050 0.301  -0.417
O 0.139 -0.058 1.504  0.085
C -1.313 -0.113 -0.396  -0.195
C -2.493 -0.158 0.563  -0.106
H 3.390 0.260 -0.581  0.071
H 2.650 0.393 1.032  0.074
H 2.598 -1.140 0.162  0.079
H 1.077 -0.118 -1.570  0.113
H 1.201 1.439 -0.778  0.124
H -1.246 -1.043 -0.979  0.124
H -1.423 0.687 -1.141  0.119
H -2.603 0.794 1.092  0.079
H -3.423 -0.361 0.024  0.071
H -2.347 -0.934 1.318  0.076

Spin multiplicity ... 1
E_HOMO ... -9.569 eV
Calculated total energy ... -7394.75964 eV
Lowest unoccupied orbital energy ... 0.0358 hartree
SMILES ... CCC(=O)CC
Energy above the lowest of the compared OMol25 structures with the same formula, charge and spin ... 0.13 kcal per mole
Net charge ... 0

9.
The following is a quantum chemistry calculation of a 2-piece molecular cluster, C5H10O overall, from OMol25.

Last column: Löwdin charge in e.
Cartesian coordinates (Å):
C -1.015 0.619 -1.547  -0.034
C -1.033 0.454 -0.232  -0.241
C 0.192 0.051 0.485  -0.415
C 1.358 -0.668 -0.172  -0.036
C 0.336 0.601 1.825  -0.134
O 0.346 1.547 0.801  -0.051
H -0.093 0.524 -2.117  0.071
H -1.924 0.854 -2.071  0.056
H -1.906 0.627 0.389  0.129
H 1.095 -1.166 -1.110  0.069
H 1.853 -1.413 0.467  0.089
H 2.073 0.124 -0.385  0.095
H 1.339 0.550 2.234  0.123
H -0.481 0.600 2.541  0.120
H -0.961 -1.829 -0.244  0.083
H -1.181 -1.475 -0.865  0.075

Spin multiplicity ... 1
E_HOMO ... -8.606 eV
Calculated total energy ... -7390.17837 eV
Lowest unoccupied orbital energy ... 0.0397 hartree
SMILES ... C=C[C@]1(C)CO1.[H][H]
Energy above the lowest of the compared OMol25 structures with the same formula, charge and spin ... 105.78 kcal per mole
Net charge ... 0

10.
The following is a quantum chemistry calculation of C5H10O as an isolated structure, from OMol25.

Last column: Löwdin charge in e.
Cartesian coordinates (Å):
C 1.896 0.170 0.420  -0.095
C 0.841 0.416 -0.656  -0.178
C -0.611 0.095 -0.301  -0.539
C -0.913 -1.262 0.269  -0.013
C -1.800 1.359 -0.107  0.011
O -1.456 0.557 -1.268  -0.104
H 1.933 -0.879 0.732  0.069
H 1.708 0.783 1.308  0.079
H 2.894 0.432 0.050  0.075
H 1.044 -0.214 -1.534  0.129
H 0.883 1.452 -1.010  0.126
H -0.598 -1.992 -0.484  0.096
H -0.381 -1.489 1.199  0.088
H -1.984 -1.376 0.432  0.088
H -0.819 1.125 0.565  0.110
H -2.636 0.824 0.385  0.059

Spin multiplicity ... 1
E_HOMO ... -8.259 eV
Calculated total energy ... -7390.54876 eV
Lowest unoccupied orbital energy ... 0.0319 hartree
Energy above the lowest of the compared OMol25 structures with the same formula, charge and spin ... 97.24 kcal per mole
Net charge ... 0

Repeat the fifth record exactly.
The following is a quantum chemistry calculation of one molecule with the formula C5H10O, from OMol25.

Last column: Löwdin charge in e.
Cartesian coordinates (Å):
C -0.534 1.535 -1.927  -0.101
C 0.474 0.741 -1.102  -0.191
C -0.187 -0.269 -0.174  -0.417
O -1.154 -0.911 -0.528  0.083
C 0.423 -0.424 1.206  -0.194
C -0.056 -1.657 1.957  -0.104
H -0.027 2.144 -2.680  0.071
H -1.227 0.857 -2.431  0.073
H -1.125 2.202 -1.289  0.079
H 1.133 1.404 -0.529  0.108
H 1.127 0.159 -1.769  0.125
H 0.163 0.495 1.755  0.126
H 1.517 -0.403 1.113  0.117
H 0.324 -2.571 1.488  0.079
H 0.288 -1.638 2.995  0.071
H -1.147 -1.713 1.946  0.075

Spin multiplicity ... 1
E_HOMO ... -9.553 eV
Calculated total energy ... -7394.73276 eV
Lowest unoccupied orbital energy ... 0.0364 hartree
SMILES ... CCC(=O)CC
Energy above the lowest of the compared OMol25 structures with the same formula, charge and spin ... 0.75 kcal per mole
Net charge ... 0